No. 1
DFT (the ωB97M-V functional and the def2-TZVPD basis) results for a cluster of 9 separate species, C21H61N16O17PS3Si in total at a distorted geometry.

Its largest force on an atom is 1.3 eV/Å. The HOMO energy comes out at -0.2909 Eh. As for the structure (SMILES): CP(O)[C@@]1(O)OS(=O)(=O)[C@@H](S)[C@@H](CCO[Si](C)(C)C)[C@H]1CCCS(=O)(=O)O.NC(N)=O.NC(N)=O.NC(N)=O.NC(N)=O.NC(N)=O.NC(N)=O.NC(N)=O.NC(N)=O.

Each line ends with the Mulliken charge.
Atoms and positions in Å:
C1 3.108 -1.556 -0.968  -1.057
P1 1.409 -2.240 -0.881  0.170
O1 1.661 -3.846 -1.130  -0.537
C2 0.763 -1.726 -2.635  0.657
O2 1.808 -1.554 -3.593  -0.590
O3 0.055 -2.884 -3.088  -0.549
S1 -0.529 -2.958 -4.578  1.275
O4 0.492 -3.390 -5.489  -0.683
O5 -1.749 -3.706 -4.466  -0.674
C3 -0.927 -1.237 -4.834  -0.715
S2 -2.033 -1.120 -6.268  -0.192
C4 -1.388 -0.597 -3.510  -1.087
C5 -2.524 -1.318 -2.755  -0.184
C6 -3.847 -1.434 -3.501  -1.287
O6 -4.341 -0.136 -3.818  -0.133
Si1 -5.616 0.474 -2.966  0.531
C7 -7.144 -0.560 -3.326  -1.146
C8 -5.902 2.232 -3.501  -1.042
C9 -5.254 0.472 -1.132  -0.974
C10 -0.128 -0.449 -2.606  1.356
C11 -0.494 0.123 -1.235  -1.732
C12 0.587 1.017 -0.627  -0.503
C13 0.784 2.365 -1.345  -1.101
S3 -0.548 3.509 -1.332  1.189
O7 -1.567 3.129 -2.272  -0.548
O8 -0.032 4.859 -1.393  -0.681
O9 -1.078 3.275 0.151  -0.480
H1 3.299 -1.078 0.001  0.166
H2 3.281 -0.801 -1.731  0.364
H3 3.852 -2.349 -1.093  0.394
H4 2.425 -4.031 -1.683  0.332
H5 2.243 -0.718 -3.421  0.455
H6 0.024 -0.778 -5.115  0.686
H7 -1.435 -0.027 -6.749  0.166
H8 -1.736 0.421 -3.725  0.948
H9 -2.226 -2.306 -2.396  0.322
H10 -2.743 -0.720 -1.865  0.207
H11 -3.770 -2.028 -4.417  0.447
H12 -4.544 -1.984 -2.850  0.484
H13 -7.945 0.039 -3.772  0.355
H14 -6.878 -1.347 -4.042  0.296
H15 -7.527 -1.065 -2.433  0.348
H16 -6.860 2.539 -3.057  0.307
H17 -5.988 2.351 -4.584  0.316
H18 -5.131 2.901 -3.108  0.222
H19 -6.106 0.880 -0.575  0.466
H20 -4.366 1.075 -0.910  0.087
H21 -5.081 -0.544 -0.761  0.320
H22 0.503 0.313 -3.094  0.361
H23 -1.380 0.748 -1.398  0.318
H24 -0.788 -0.636 -0.508  0.928
H25 1.571 0.536 -0.690  -0.224
H26 0.389 1.160 0.438  0.298
H27 1.614 2.909 -0.880  0.582
H28 1.018 2.270 -2.412  0.314
H29 -1.582 4.072 0.371  0.270
N1 2.160 0.634 4.472  -0.343
C14 2.519 -0.147 3.395  0.535
N2 3.776 -0.688 3.468  -0.417
O10 1.754 -0.380 2.462  -0.416
H30 2.737 0.784 5.279  0.139
H31 1.230 1.008 4.466  0.170
H32 4.066 -1.280 2.713  0.207
H33 4.401 -0.526 4.234  0.150
N3 -0.990 8.051 -1.972  -0.297
C15 -2.212 8.629 -2.164  0.569
N4 -3.284 7.797 -1.959  -0.313
O11 -2.351 9.793 -2.495  -0.656
H34 -0.855 7.090 -1.713  0.227
H35 -0.184 8.622 -2.141  0.171
H36 -4.197 8.185 -2.101  0.193
H37 -3.190 6.830 -1.716  0.150
N5 0.063 -1.388 6.610  0.002
C16 0.669 -0.786 7.644  0.495
N6 -0.077 -0.679 8.802  -0.518
O12 1.803 -0.345 7.605  -0.665
H38 -0.905 -1.687 6.631  -0.089
H39 0.575 -1.458 5.748  0.123
H40 0.385 -0.243 9.578  0.210
H41 -0.995 -1.069 8.920  0.234
N7 -2.158 1.494 2.383  -0.161
C17 -1.598 0.239 2.454  0.378
N8 -1.960 -0.529 3.503  -0.101
O13 -0.793 -0.126 1.615  -0.286
H42 -2.839 1.839 3.029  0.145
H43 -1.806 2.067 1.653  0.165
H44 -1.526 -1.433 3.600  0.066
H45 -2.599 -0.215 4.207  -0.002
N9 -2.463 -3.530 5.921  -0.246
C18 -1.707 -4.005 4.885  0.613
N10 -1.824 -5.339 4.626  -0.450
O14 -0.968 -3.280 4.233  -0.582
H46 -3.076 -4.106 6.466  0.177
H47 -2.383 -2.554 6.142  0.177
H48 -1.282 -5.704 3.865  0.247
H49 -2.421 -5.954 5.144  0.140
N11 6.907 -1.381 -3.319  -0.196
C19 6.734 -0.431 -2.361  0.490
N12 7.869 0.260 -2.033  -0.373
O15 5.655 -0.202 -1.830  -0.631
H50 7.808 -1.563 -3.740  0.232
H51 6.099 -1.899 -3.607  0.158
H52 7.790 0.974 -1.336  0.205
H53 8.753 0.091 -2.478  0.159
N13 -2.054 1.720 8.208  -0.299
C20 -2.958 1.296 7.281  0.664
N14 -3.775 2.264 6.765  -0.418
O16 -3.050 0.122 6.945  -0.663
H54 -1.997 2.666 8.533  0.168
H55 -1.436 1.017 8.580  0.224
H56 -4.452 1.980 6.085  0.227
H57 -3.719 3.230 7.026  0.157
N15 10.359 -3.548 -5.971  -0.409
C21 9.907 -3.060 -4.784  0.657
N16 9.945 -3.923 -3.729  -0.360
O17 9.490 -1.913 -4.675  -0.724
H58 10.704 -4.481 -6.090  0.162
H59 10.336 -2.929 -6.760  0.221
H60 9.615 -3.588 -2.844  0.226
H61 10.277 -4.865 -3.800  0.168

Forces on atoms 1 to 2 (eV/Å):
C 0.0 0.2 0.4
P -0.7 -0.3 0.0



No. 2
DFT (the ωB97M-V functional and the def2-TZVPD basis) results for a cluster of 10 separate species, C21H63BF4N9O9 in total at a distorted geometry.

As for the net charge: -1. Its largest force on an atom is 4.5 eV/Å. The HOMO energy comes out at -0.2344 Eh.

Each line ends with the Mulliken charge.
Atoms and positions in Å:
B1 -1.105 0.819 -0.549  0.558
F1 -1.936 0.888 -1.659  -0.637
F2 -0.579 -0.425 -0.310  0.432
F3 -0.042 1.679 -0.653  -0.165
F4 -1.889 1.202 0.529  0.884
C1 -0.139 -3.092 2.299  -0.741
C2 0.111 -2.262 3.600  0.267
C3 -0.591 -0.870 3.635  -0.173
O1 -1.958 -1.012 3.955  -0.550
C4 -2.685 0.181 4.140  -0.578
N1 -0.244 -3.024 4.764  -0.835
H1 0.281 -4.096 2.352  0.462
H2 0.145 -2.592 1.373  -0.405
H3 -1.193 -3.272 2.084  0.390
H4 1.156 -1.954 3.551  0.289
H5 -0.554 -0.510 2.607  -0.332
H6 -0.077 -0.239 4.360  0.654
H7 -3.181 0.315 3.178  0.090
H8 -2.026 0.986 4.465  0.368
H9 -3.412 -0.172 4.872  0.228
H10 -0.032 -3.987 4.548  0.310
H11 -1.245 -3.147 4.811  0.299
C5 3.486 2.862 -0.118  -1.438
C6 3.546 3.089 1.426  0.561
C7 5.013 2.964 2.023  -1.001
O2 5.538 1.702 1.489  -0.165
C8 6.756 1.230 2.063  -0.862
N2 2.948 4.395 1.668  -0.592
H12 2.557 3.132 -0.620  0.316
H13 3.543 1.798 -0.346  0.321
H14 4.375 3.302 -0.570  0.463
H15 3.020 2.270 1.917  0.196
H16 4.884 3.029 3.103  0.373
H17 5.519 3.876 1.708  0.345
H18 7.008 0.336 1.492  0.217
H19 6.672 1.034 3.132  0.330
H20 7.485 2.030 1.933  0.330
H21 3.467 4.946 1.000  0.305
H22 3.153 4.770 2.583  0.216
C9 -0.534 -4.401 -1.588  -1.304
C10 0.204 -3.312 -2.460  1.696
C11 0.874 -3.901 -3.714  -1.074
O3 1.886 -4.881 -3.331  -0.244
C12 2.408 -5.686 -4.432  -0.769
N3 -0.752 -2.272 -2.783  -0.789
H23 -1.622 -4.381 -1.655  0.392
H24 -0.269 -4.334 -0.533  0.047
H25 -0.188 -5.405 -1.835  0.348
H26 0.905 -2.811 -1.793  -0.267
H27 1.402 -3.115 -4.254  0.395
H28 0.244 -4.241 -4.536  0.457
H29 3.026 -5.123 -5.132  0.303
H30 1.550 -6.026 -5.013  0.312
H31 3.059 -6.474 -4.055  0.226
H32 -0.429 -1.445 -3.263  0.329
H33 -1.099 -1.963 -1.886  -0.203
C13 2.562 -1.053 0.870  -0.230
C14 2.707 -2.553 0.501  0.352
O4 3.673 -2.705 -0.525  -0.589
H34 1.641 -0.894 1.431  -0.160
H35 2.328 -0.498 -0.039  -0.156
H36 3.368 -0.464 1.308  0.451
H37 1.748 -2.953 0.171  -0.398
H38 3.104 -3.208 1.276  0.378
H39 3.653 -3.630 -0.784  0.312
C15 -6.828 0.536 -0.806  -1.173
C16 -5.585 1.419 -1.085  0.027
O5 -4.963 1.630 0.210  -0.655
H40 -7.623 0.602 -1.549  0.360
H41 -7.292 0.821 0.138  0.292
H42 -6.568 -0.510 -0.642  0.229
H43 -5.706 2.389 -1.567  0.400
H44 -4.957 0.979 -1.860  0.111
H45 -4.005 1.585 0.154  0.040
C17 1.843 2.464 -3.897  -0.862
C18 0.932 1.264 -4.083  0.139
O6 1.122 0.117 -3.170  -0.555
H46 2.029 2.740 -2.859  -0.053
H47 1.442 3.269 -4.514  0.415
H48 2.754 2.232 -4.448  0.384
H49 0.840 1.001 -5.137  0.448
H50 0.009 1.626 -3.630  -0.161
H51 0.802 0.281 -2.280  0.088
C19 -1.896 4.414 -2.696  0.515
O7 -1.792 5.276 -3.539  -0.712
N4 -1.082 4.412 -1.602  -0.217
N5 -2.560 3.270 -2.764  -0.276
H52 -0.256 4.993 -1.586  0.194
H53 -1.246 3.586 -1.044  -0.070
H54 -2.886 3.004 -3.682  0.243
H55 -2.142 2.572 -2.166  0.168
C20 -1.011 3.704 2.512  0.336
O8 -0.701 4.660 3.133  -0.689
N6 -2.224 3.497 1.906  -0.299
N7 -0.026 2.990 1.899  -0.027
H56 -2.985 4.159 1.961  0.177
H57 -2.325 2.690 1.306  0.043
H58 0.921 3.340 1.879  0.056
H59 -0.337 2.292 1.238  -0.257
C21 -4.008 -2.463 1.010  0.404
O9 -4.816 -2.982 0.273  -0.749
N8 -3.052 -1.696 0.573  0.638
N9 -3.889 -2.602 2.320  -0.191
H60 -2.316 -1.275 1.122  -0.658
H61 -3.106 -1.428 -0.399  -0.024
H62 -4.413 -3.357 2.739  0.199
H63 -3.330 -1.952 2.854  0.179

Forces on atoms 1 to 2 (eV/Å):
B 0.0 -0.4 0.0
F 0.0 -0.6 -0.6



No. 3
DFT (the ωB97M-V functional and the def2-TZVPD basis) results for a cluster of 9 separate species, C21H64N8O9 in total at a distorted geometry.

Its largest force on an atom is 2.9 eV/Å. The HOMO energy comes out at -0.3237 Eh. As for the structure (SMILES): COC[C@H](C)N.COC[C@H](C)N.COC[C@H](C)N.COC[C@H](C)N.NC(N)=O.NC(N)=O.CO.CO.CO.

Each line ends with the Mulliken charge.
Atoms and positions in Å:
C1 -7.331 2.754 2.683  -0.696
O1 -6.221 1.908 2.974  -0.334
C2 -5.249 2.236 1.980  -0.689
C3 -4.079 1.210 2.019  0.590
C4 -3.468 1.204 3.412  -1.372
N1 -3.090 1.550 0.980  -0.407
H1 -8.105 2.625 3.484  0.248
H2 -7.717 2.489 1.722  0.299
H3 -6.929 3.804 2.641  0.284
H4 -5.747 2.256 0.993  0.448
H5 -4.776 3.215 2.178  0.238
H6 -4.486 0.179 1.864  0.205
H7 -2.800 0.326 3.520  0.297
H8 -4.246 1.255 4.188  0.397
H9 -2.822 2.082 3.451  0.305
H10 -3.528 1.224 0.141  0.094
H11 -2.250 0.973 1.052  0.060
C5 3.809 -1.176 2.566  -0.827
O2 3.637 0.174 2.201  -0.040
C6 4.284 0.999 3.151  -0.972
C7 4.207 2.437 2.707  0.826
C8 4.837 2.605 1.386  -1.093
N2 4.975 3.169 3.780  -0.750
H12 4.902 -1.500 2.517  0.327
H13 3.293 -1.810 1.862  0.101
H14 3.477 -1.434 3.555  0.409
H15 3.732 0.842 4.091  0.395
H16 5.375 0.740 3.369  0.337
H17 3.185 2.787 2.748  0.150
H18 5.889 2.284 1.357  0.289
H19 4.819 3.652 1.084  0.398
H20 4.331 2.056 0.603  -0.053
H21 5.954 2.961 3.626  0.263
H22 4.885 4.202 3.791  0.254
C9 5.568 3.367 -4.116  -0.808
O3 4.746 2.689 -3.237  -0.308
C10 3.393 2.511 -3.536  -1.016
C11 2.843 1.656 -2.402  1.284
C12 3.361 0.252 -2.612  -1.482
N3 1.415 1.650 -2.375  -0.019
H23 6.507 3.536 -3.629  0.227
H24 5.099 4.324 -4.327  0.329
H25 5.754 2.830 -5.079  0.276
H26 2.927 3.507 -3.588  0.473
H27 3.327 1.970 -4.491  0.382
H28 3.233 2.048 -1.454  -0.382
H29 3.001 -0.162 -3.577  0.195
H30 3.206 -0.461 -1.788  0.152
H31 4.439 0.398 -2.666  0.613
H32 1.037 1.657 -3.297  0.216
H33 1.041 2.386 -1.798  0.100
C13 -2.388 -2.692 -0.129  -0.523
O4 -2.238 -4.082 -0.602  -0.386
C14 -2.874 -4.945 0.372  -1.072
C15 -2.589 -6.360 0.009  0.809
C16 -3.110 -6.706 -1.413  -1.370
N4 -3.197 -7.223 1.021  -0.730
H34 -1.692 -2.611 0.711  0.250
H35 -3.382 -2.582 0.309  0.433
H36 -2.226 -1.978 -0.889  0.046
H37 -2.609 -4.713 1.384  0.488
H38 -3.927 -4.746 0.268  0.420
H39 -1.490 -6.499 0.107  0.107
H40 -3.008 -7.763 -1.669  0.397
H41 -2.641 -6.056 -2.118  0.310
H42 -4.215 -6.577 -1.427  0.329
H43 -2.884 -8.186 0.795  0.285
H44 -2.945 -7.050 1.994  0.218
N5 0.528 -1.547 -2.463  0.241
C17 0.675 -1.731 -3.915  0.345
N6 0.398 -0.487 -4.539  -0.268
O5 0.851 -2.784 -4.518  -0.651
H45 0.891 -2.295 -1.874  0.255
H46 0.808 -0.605 -2.153  -0.384
H47 -0.316 0.032 -4.027  0.088
H48 0.117 -0.538 -5.550  0.274
N7 0.521 5.153 0.658  -0.567
C18 -0.141 3.924 0.570  0.414
N8 -1.330 3.942 1.120  -0.209
O6 0.401 3.004 -0.026  -0.660
H49 1.503 5.110 0.540  0.266
H50 0.301 5.801 1.396  0.210
H51 -1.876 3.090 1.070  0.183
H52 -1.742 4.782 1.433  0.195
C19 -2.633 0.523 -2.564  -0.521
O7 -3.858 0.569 -1.803  -0.518
H53 -2.588 1.285 -3.351  0.359
H54 -1.783 0.510 -1.896  0.062
H55 -2.615 -0.528 -3.003  0.344
H56 -4.676 0.475 -2.296  0.258
C20 1.170 -4.317 0.898  -0.487
O8 0.826 -4.377 -0.458  -0.498
H57 2.269 -4.307 0.907  0.247
H58 0.767 -3.455 1.436  0.185
H59 0.853 -5.256 1.409  0.300
H60 -0.116 -4.304 -0.562  0.230
C21 0.942 -0.141 1.051  -0.339
O9 -0.190 0.254 0.255  0.268
H61 1.828 -0.189 0.401  -0.163
H62 1.177 0.659 1.761  0.299
H63 0.831 -1.099 1.601  0.161
H64 -0.019 1.176 0.062  -0.143

Forces on atoms 1 to 2 (eV/Å):
C 0.4 0.5 1.7
O 0.1 0.6 -0.8



No. 4
DFT (the ωB97M-V functional and the def2-TZVPD basis) results for a cluster of 9 separate species, C21H64N8O9 in total at a distorted geometry.

Its largest force on an atom is 2.7 eV/Å. The HOMO energy comes out at -0.3351 Eh. As for the structure (SMILES): COC[C@H](C)N.COC[C@H](C)N.COC[C@H](C)N.COC[C@H](C)N.NC(N)=O.NC(N)=O.CO.CO.CO.

Each line ends with the Mulliken charge.
Atoms and positions in Å:
C1 5.537 -10.116 -6.684  -0.867
O1 4.958 -8.825 -6.685  -0.046
C2 3.594 -8.733 -7.035  -0.969
C3 3.040 -7.441 -6.426  0.702
C4 3.224 -7.483 -4.899  -1.328
N1 1.596 -7.329 -6.714  -0.811
H1 4.923 -10.692 -5.984  0.341
H2 6.563 -10.067 -6.326  0.136
H3 5.506 -10.617 -7.656  0.351
H4 3.391 -8.831 -8.107  0.356
H5 3.034 -9.591 -6.634  0.411
H6 3.483 -6.552 -6.875  0.062
H7 2.672 -8.299 -4.418  0.371
H8 2.863 -6.582 -4.397  0.424
H9 4.231 -7.678 -4.521  0.210
H10 1.113 -8.051 -6.186  0.330
H11 1.391 -6.477 -6.197  0.280
C5 10.122 -4.264 -9.228  -0.973
O2 9.519 -5.396 -8.628  -0.380
C6 8.293 -5.091 -7.981  -0.833
C7 7.601 -6.392 -7.637  1.346
C8 7.062 -7.027 -8.919  -1.583
N2 6.487 -6.189 -6.702  -0.067
H12 10.801 -4.638 -9.991  0.329
H13 10.556 -3.595 -8.482  0.321
H14 9.364 -3.690 -9.772  0.345
H15 8.562 -4.507 -7.093  0.329
H16 7.604 -4.476 -8.571  0.472
H17 8.306 -7.061 -7.138  -0.854
H18 6.543 -7.979 -8.813  0.250
H19 7.940 -7.142 -9.563  0.430
H20 6.312 -6.425 -9.441  0.397
H21 5.864 -6.982 -6.596  -0.116
H22 5.896 -5.506 -7.175  0.358
C9 2.460 -12.689 -0.981  -0.749
O3 3.745 -12.960 -1.489  -0.320
C10 4.524 -11.797 -1.685  -0.654
C11 5.686 -12.186 -2.593  0.450
C12 6.845 -11.202 -2.575  -1.379
N3 5.202 -12.483 -4.000  -0.651
H23 2.591 -12.356 0.053  0.303
H24 1.798 -13.554 -1.014  0.269
H25 1.869 -11.951 -1.535  0.293
H26 3.933 -11.001 -2.149  0.282
H27 4.906 -11.405 -0.735  0.385
H28 6.090 -13.167 -2.324  0.337
H29 6.446 -10.203 -2.802  0.145
H30 7.580 -11.335 -3.368  0.383
H31 7.263 -11.102 -1.574  0.425
H32 4.682 -13.339 -3.816  0.265
H33 6.075 -12.838 -4.386  0.246
C13 11.822 -8.800 4.531  -0.770
O4 11.583 -9.269 3.236  -0.299
C14 11.578 -8.325 2.166  -0.721
C15 10.908 -9.013 0.952  0.501
C16 10.800 -8.086 -0.236  -1.275
N4 9.594 -9.476 1.395  -0.717
H34 11.668 -9.529 5.330  0.265
H35 11.186 -7.963 4.837  0.311
H36 12.880 -8.542 4.652  0.294
H37 10.959 -7.457 2.409  0.364
H38 12.621 -8.047 1.990  0.376
H39 11.355 -9.963 0.653  0.177
H40 11.783 -7.756 -0.576  0.322
H41 10.192 -7.195 -0.050  0.371
H42 10.283 -8.538 -1.085  0.248
H43 8.934 -8.724 1.586  0.253
H44 9.653 -9.879 2.324  0.260
N5 11.021 -7.787 -8.290  -0.130
C17 12.283 -8.132 -8.722  0.615
N6 12.731 -9.274 -8.158  -0.379
O5 12.916 -7.445 -9.504  -0.656
H45 10.747 -8.315 -7.481  0.112
H46 10.613 -6.877 -8.475  0.321
H47 13.701 -9.522 -8.241  0.216
H48 12.180 -9.881 -7.583  0.169
N7 7.749 -2.022 -4.205  -0.360
C18 6.914 -3.086 -4.313  0.633
N8 7.276 -4.243 -3.755  -0.307
O6 5.767 -2.911 -4.740  -0.684
H49 8.502 -1.888 -3.559  0.109
H50 7.366 -1.182 -4.606  0.214
H51 6.791 -5.038 -4.149  0.135
H52 8.190 -4.421 -3.364  0.335
C19 9.289 -7.335 -4.260  0.325
O7 9.072 -8.657 -3.733  -0.340
H53 10.309 -7.068 -3.991  0.145
H54 9.204 -7.280 -5.348  -0.323
H55 8.587 -6.572 -3.924  0.039
H56 8.405 -9.020 -4.326  0.122
C20 12.862 -8.951 -3.411  -0.106
O8 12.342 -9.830 -4.395  -0.532
H57 13.473 -9.552 -2.735  0.261
H58 13.440 -8.231 -3.998  0.242
H59 12.057 -8.470 -2.855  -0.193
H60 11.397 -9.669 -4.322  0.330
C21 11.441 -4.633 -2.287  -0.439
O9 10.218 -4.221 -2.881  -0.430
H61 11.561 -5.682 -2.031  -0.025
H62 12.310 -4.344 -2.885  0.296
H63 11.486 -4.019 -1.382  0.346
H64 10.062 -3.291 -2.721  0.231

Forces on atoms 1 to 2 (eV/Å):
C -1.3 -0.3 0.4
O 0.6 0.5 -0.5



| no. | DFT total energy (eV) |
| --- | --- |
| 1 | -131097.971 |
| 2 | -66191.270 |
| 3 | -53161.485 |
| 4 | -53160.464 |